Formula: C19H25CaNO5P
Source: the Open Molecules 2025 dataset
Level of theory: ωB97M-V/def2-TZVPD

Geometry (Å):
Ca1 -0.38 -0.23 -0.25
O1 1.72 -0.47 0.95
C1 1.54 -1.12 2.17
C2 0.40 -2.13 2.12
N1 -0.79 -1.50 1.57
C3 -1.37 -0.55 2.50
C4 -0.79 0.88 2.33
O2 -0.64 1.57 3.32
O3 -0.58 1.22 1.13
C5 -1.78 -2.45 1.11
C6 -2.82 -1.68 0.23
O4 -4.01 -1.95 0.37
O5 -2.31 -0.85 -0.56
H1 2.04 -1.13 0.27
H2 1.32 -0.34 2.91
H3 2.47 -1.63 2.49
H4 0.22 -2.55 3.12
H5 0.69 -2.95 1.44
H6 -1.28 -0.87 3.55
H7 -2.44 -0.45 2.27
H8 -2.30 -2.98 1.93
H9 -1.31 -3.19 0.45
C7 0.39 -1.99 -2.00
C8 1.23 -0.88 -2.28
C9 2.49 -1.16 -1.74
C10 2.44 -2.41 -1.11
C11 1.15 -2.92 -1.28
H10 -0.58 -2.17 -2.44
H11 1.00 -0.07 -2.96
H12 3.36 -0.52 -1.81
H13 3.26 -2.92 -0.62
H14 0.81 -3.91 -0.98
C12 -2.80 2.27 -0.81
P1 -1.18 2.13 -1.65
C13 -0.29 3.55 -0.88
C14 -1.62 2.89 -3.28
C15 -2.19 4.15 -3.40
C16 -2.49 4.67 -4.65
C17 -2.22 3.94 -5.79
C18 -1.65 2.69 -5.68
C19 -1.35 2.17 -4.44
H15 -3.25 3.25 -0.96
H16 -2.60 2.10 0.25
H17 -3.45 1.48 -1.17
H18 -0.87 4.47 -0.90
H19 0.66 3.71 -1.40
H20 -0.09 3.24 0.14
H21 -2.41 4.73 -2.52
H22 -2.94 5.65 -4.73
H23 -2.46 4.35 -6.76
H24 -1.44 2.11 -6.58
H25 -0.91 1.18 -4.34

Values from the calculation:
charge: -1
E_HOMO: -4.86 eV
F_max: 4.0 eV/A
energy above the lowest of the compared OMol25 structures with the same formula, charge and spin: 1.521 eV

Mulliken population analysis, charges in e, atoms 1 to 6: Ca 1.824; O -0.697; C -0.661; C -0.917; N 0.144; C -0.539